126
Properties=species:S:1:pos:R:3:mulliken_charge:R:1 method="wB97M-V/def2-TZVPD" total_energy_ha=-2430.1477 homo_lumo_gap_ev=10.33 homo_ev=-9.7 relative_energy_ev=1.7098 total_charge=0 fmax_ha_per_bohr=0.0666
C -0.11363 -0.97705 -4.02316 -0.93
O 0.33369 -1.04456 -2.73744 0.76
H 0.06200 -1.98508 -4.48310 0.26
H -1.17507 -0.70870 -4.06564 0.17
H 0.44896 -0.16635 -4.50329 0.28
H -0.37545 -1.34398 -2.18559 -0.37
C -4.13433 5.31764 0.93199 -0.67
O -3.44858 4.29647 0.26562 -0.28
H -4.91280 5.72671 0.26116 0.31
H -4.75389 4.90988 1.77539 0.14
H -3.52636 6.07918 1.30789 0.32
H -2.50803 4.46381 0.13944 0.24
C 0.59758 -3.24932 0.14535 -0.44
O 1.83761 -2.89334 -0.43312 -0.08
H 0.45234 -2.78428 1.14246 -0.09
H -0.28061 -3.04243 -0.53002 0.01
H 0.63809 -4.34212 0.26651 0.51
H 2.00905 -3.30931 -1.31907 0.12
C -3.19759 1.38623 -2.22590 0.12
O -4.24420 1.40150 -1.28034 -0.47
H -3.16393 2.35404 -2.82842 0.35
H -2.26046 1.22262 -1.71324 -0.31
H -3.32431 0.53400 -2.87930 0.21
H -4.25575 2.20130 -0.74254 0.26
C 1.66906 -1.77934 3.78454 -0.84
O 1.69664 -1.16448 2.57704 -0.09
H 0.77741 -1.52925 4.33287 0.14
H 1.79449 -2.89233 3.62542 0.27
H 2.48428 -1.47288 4.39564 0.35
H 2.63954 -1.26951 2.23479 0.17
C -4.15826 4.75452 4.28410 -0.88
O -3.19864 3.98381 3.61871 -0.25
H -5.09603 4.16919 4.52183 0.23
H -3.71603 5.13807 5.17227 0.30
H -4.37998 5.57240 3.70810 0.40
H -2.36735 4.46596 3.50238 0.22
C -5.09903 -4.63980 0.55494 -0.75
O -4.64160 -3.75492 1.59166 -0.53
H -6.17180 -4.83994 0.62682 0.29
H -4.97648 -4.21981 -0.45319 0.20
H -4.52261 -5.58468 0.60494 0.28
H -4.31017 -2.99863 1.12353 0.54
C 1.75021 -4.46907 -3.48373 -0.52
O 2.45391 -4.69081 -2.23828 -0.62
H 1.87405 -3.47225 -3.86542 0.19
H 2.09239 -5.16647 -4.34049 0.23
H 0.70941 -4.69740 -3.29615 0.24
H 3.37653 -4.52997 -2.51002 0.51
C 4.70670 -3.04379 1.62694 -0.70
O 4.11668 -1.89842 0.92301 -0.44
H 5.64143 -3.17836 1.11499 0.26
H 4.79518 -2.81403 2.71498 0.24
H 3.99877 -3.91087 1.51382 0.26
H 3.34565 -2.24212 0.46983 0.38
C -2.18051 -3.20965 3.71232 -0.21
O -3.42483 -2.54804 3.94857 -0.64
H -2.10947 -4.27707 4.05385 0.37
H -1.88989 -3.31257 2.66103 0.03
H -1.42774 -2.57210 4.24885 0.08
H -4.05534 -2.93364 3.38438 0.39
C 1.42058 3.17069 -2.28573 -0.56
O 1.84497 1.95743 -2.92365 -0.54
H 2.23627 3.86418 -2.47392 0.41
H 0.48775 3.58307 -2.71062 0.27
H 1.39883 3.13095 -1.18583 0.05
H 1.69543 1.29519 -2.29815 0.19
C -5.21649 -1.11492 0.02401 -0.86
O -3.91621 -1.48231 0.20671 -0.13
H -5.45724 -1.27740 -1.02268 0.28
H -5.79389 -1.79010 0.67402 0.30
H -5.35444 -0.07716 0.17620 0.28
H -3.40730 -0.89397 0.75855 0.09
C 6.19544 1.45148 -1.61946 -0.73
O 5.63891 0.36733 -0.82190 -0.47
H 6.88315 1.01870 -2.30451 0.30
H 5.41664 1.92345 -2.17678 0.31
H 6.70786 2.16430 -1.00186 0.32
H 5.06333 0.71183 -0.13682 0.26
C -2.29968 -3.39126 -2.67432 -0.74
O -2.18695 -2.08534 -2.03276 -0.28
H -3.19217 -3.55638 -3.21855 0.39
H -1.49041 -3.54664 -3.35292 0.22
H -2.12164 -4.24866 -1.88151 0.23
H -2.83783 -2.08789 -1.31012 0.12
C 5.16340 -4.90814 -4.32959 -0.64
O 4.77466 -4.06898 -3.15625 -0.56
H 4.23460 -5.18743 -4.86864 0.22
H 5.67280 -4.23260 -4.96649 0.34
H 5.69923 -5.77409 -3.99831 0.22
H 5.09911 -3.13994 -3.07226 0.42
C -2.80178 1.00746 2.55520 -0.70
O -2.83221 -0.37493 2.29406 -0.15
H -1.89132 1.36877 2.00958 -0.08
H -3.57944 1.53251 2.02424 0.27
H -2.80413 1.33638 3.60000 0.46
H -3.23426 -0.75645 3.09186 0.22
C -0.16876 0.49156 -0.38433 -0.73
O 1.22794 0.40258 -0.18407 0.24
H -0.47419 1.32086 0.24288 0.23
H -0.47508 0.66001 -1.42612 0.17
H -0.69198 -0.39888 0.02993 0.16
H 1.46491 -0.52436 -0.32685 -0.17
C -0.64832 6.86108 0.04170 -0.71
O -1.21184 5.96724 0.97459 -0.30
H 0.04995 6.35530 -0.62011 0.19
H -1.46037 7.31759 -0.55455 0.28
H -0.12102 7.70923 0.42671 0.35
H -0.54037 5.83088 1.65927 0.25
C 2.82866 3.01955 1.61497 -0.54
O 1.65552 2.32728 1.92723 -0.14
H 3.49501 3.12186 2.55229 0.23
H 3.33864 2.61588 0.72110 0.13
H 2.45499 4.06716 1.23617 0.15
H 1.53715 1.44730 1.52905 0.18
C 3.97092 -0.45675 -3.42974 -0.21
O 5.00161 -1.43677 -3.13907 -0.57
H 2.92002 -0.91063 -3.49688 -0.14
H 4.05992 0.28738 -2.70322 0.07
H 4.17180 -0.01630 -4.40465 0.37
H 5.47311 -1.01193 -2.40261 0.34
C 0.77404 4.48465 4.28693 -0.78
O 0.06517 4.44427 3.03979 -0.41
H 1.84125 4.70908 4.18473 0.29
H 0.43615 5.32888 4.92067 0.32
H 0.76813 3.47952 4.81790 0.25
H 0.14056 3.59876 2.54502 0.24